[1]
Formula: C37H48Cl2CrN9O5Si
Source: OMol25
Level of theory: the ωB97M-V functional and the def2-TZVPD basis

Positions of all 103 atoms, in Å:
C (-1.6019, 0.4054, 3.8286)
C (2.3314, 0.2557, -3.0342)
H (-5.2158, -3.4821, -0.7720)
C (-4.3985, -1.9228, -4.6881)
H (0.0635, 2.7031, 5.6266)
C (-3.3723, -1.3250, -2.6128)
H (-1.9524, 0.0045, -6.8664)
O (-0.7605, -1.4642, 0.2824)
C (-0.7666, 1.9762, -3.7984)
N (-2.6124, -3.0389, -1.0619)
N (-0.5103, 1.2622, 4.2391)
C (-0.9808, -3.6717, 1.1596)
C (-3.1157, -4.2901, 2.3358)
C (1.6947, 3.1823, -0.5938)
H (-2.6746, 5.1286, -0.7534)
H (-1.6682, 3.6822, -4.7231)
H (-0.6467, 1.2227, 6.3246)
C (-2.3515, 4.3270, -0.0856)
H (2.6605, 1.1775, -2.5658)
H (6.9213, 0.4599, 0.1886)
C (-0.5231, -2.2012, 1.2896)
H (-2.4830, 4.6458, 0.9532)
C (2.5793, -0.4365, 1.3250)
C (5.8798, -0.5256, 1.7860)
H (4.4719, -1.5833, 3.0733)
C (-3.2495, -3.5302, 0.0620)
C (-2.4749, -3.8349, 1.1971)
C (4.7553, -1.5639, 2.0130)
H (5.1709, 0.4758, 0.0003)
H (-1.8386, -2.4109, -0.8205)
C (-4.4926, -4.4515, 2.3788)
O (0.1880, 1.5066, 2.0953)
N (1.8123, -0.5665, 0.2607)
H (1.4910, 3.8566, 2.2646)
C (-0.4950, 0.6139, -3.8596)
H (-0.6392, -2.4315, -3.0658)
Cl (-3.7621, -5.2995, -2.6723)
C (-1.9178, 1.9140, -5.9017)
H (-4.8192, -1.6388, -5.6376)
H (-1.2412, -0.2725, 3.0571)
C (-5.2459, -4.1732, 1.2533)
H (0.8309, -2.7142, -2.1358)
C (-0.6061, 2.6695, -0.3395)
H (-0.4089, 2.5442, -2.9498)
H (-6.3210, -4.2890, 1.2677)
H (6.0829, -1.0075, -0.3228)
H (6.8043, -1.0152, 2.1131)
C (0.3619, 1.6957, 3.2878)
H (-0.5188, -4.2217, 1.9798)
C (-3.9060, -0.9554, -3.8370)
H (-4.7556, -4.0347, -4.9744)
H (-1.6827, 2.4138, 5.5173)
C (-0.6956, 1.9370, 5.4978)
H (2.4097, 0.2073, 2.1583)
H (-0.5942, -4.0377, 0.2045)
C (-1.6318, 0.5637, -5.9976)
H (4.7549, 1.2381, 2.3112)
O (-1.4723, 1.7689, -0.2027)
H (2.6461, 2.5636, 2.0000)
C (0.3900, -2.1135, -2.9242)
O (2.8602, 2.7658, -0.5835)
N (3.4090, -2.0048, 0.0340)
C (-4.6291, -3.7228, 0.1028)
C (0.0091, 4.9398, -0.5335)
H (2.9469, 3.7733, 3.2737)
H (5.5877, 0.4880, 3.6897)
N (3.5937, -1.3435, 1.2224)
C (6.0177, -0.1313, 0.3164)
H (-2.4847, 2.4118, -6.6791)
H (-0.3335, 5.9617, -0.5597)
Cr (0.1249, 0.3400, -0.1447)
Si (0.5427, -0.2326, -2.4685)
C (-4.3737, -3.2658, -4.3205)
H (2.6270, 2.5031, 5.5115)
N (2.3345, -1.5220, -0.4967)
H (-1.9311, -0.1830, 4.6851)
N (-0.9762, 3.9837, -0.3378)
H (3.0302, -0.5241, -2.7552)
H (-2.4519, 0.9727, 3.4373)
H (5.1205, -2.5560, 1.7337)
N (0.6421, 2.2786, -0.5005)
C (5.6616, 0.7284, 2.6287)
H (1.7768, 0.9636, 5.2370)
C (2.3142, 1.7767, 4.7564)
N (1.4559, 2.4202, 3.7762)
H (-3.9291, 0.0882, -4.1024)
C (-0.9397, -0.0743, -4.9839)
C (-3.2790, -2.6803, -2.2286)
Cl (-2.7982, -0.1141, -1.5047)
C (1.3150, 4.5614, -0.6755)
H (6.4940, 1.4175, 2.4961)
H (-0.7275, -1.1272, -5.0744)
H (-4.9734, -4.7869, 3.2859)
O (0.0404, -1.8175, 2.3140)
H (-2.9492, 3.4317, -0.2646)
H (2.3784, 0.3910, -4.1107)
C (-3.8130, -3.6221, -3.1030)
H (0.9318, -2.3230, -3.8425)
H (2.0818, 5.3023, -0.8296)
H (-2.5255, -4.5383, 3.2058)
C (2.1789, 3.1841, 2.7721)
H (3.2145, 1.3676, 4.2823)
C (-1.4724, 2.6207, -4.7973)

Its gap between HOMO and LUMO (alpha / beta) is 3.6 / 5.5 eV. Its spin multiplicity is 5. The calculation puts the HOMO energy (alpha / beta) at -1.414 / -3.313 eV. For the total energy, the calculation gives -4562.22788 Ha. Its net charge is -1. As for the expectation value of S²: 6.0173.

Atom charges from the Mulliken analysis, given in e for atoms 1 to 2: number 1, C, carries -0.73; number 2, C, carries -1.62

=====

[2]
Formula: C21H36BBrClN2O5
Source: OMol25
Level of theory: the ωB97M-V functional and the def2-TZVPD basis

Positions of all 67 atoms, in Å:
H (-4.4934, -1.7003, -1.4851)
H (6.2738, -2.0159, -0.9026)
H (3.3307, -2.5704, -1.0864)
C (-0.1300, -0.6559, 5.1129)
C (-0.8741, -1.1408, 0.6033)
C (-2.2992, -0.8401, 0.9768)
H (5.0606, 0.1919, -2.3820)
N (1.3193, -1.7845, 1.2637)
H (0.0900, 1.0558, 2.2648)
H (-2.9310, 0.9129, -4.4821)
H (-0.9070, 2.3314, -0.2456)
C (4.9534, -0.7560, -1.8619)
H (-2.5373, 1.1098, 0.0004)
H (0.2819, 0.3467, 5.0541)
C (4.0691, -0.5824, -0.6012)
C (-2.6732, 0.6649, 0.9778)
O (-0.4306, -3.2004, 3.5482)
C (1.8283, -1.6228, 0.0199)
H (-4.1557, 2.1725, -4.4855)
H (2.6461, 2.3370, 0.5434)
H (-3.7473, 0.6849, 1.1564)
H (-1.7837, 0.3701, -1.5713)
H (-0.9986, -3.7872, 3.0354)
C (-3.8820, -1.0533, -2.1097)
H (-2.3966, -2.4896, -1.5609)
C (-0.5425, 1.8487, 1.8789)
H (0.7899, 4.0254, 1.2983)
H (-2.1707, 1.0219, 3.0001)
H (-2.3226, -1.9060, -3.2342)
C (3.2751, -1.8609, -0.2662)
O (-5.9915, 0.5878, -3.9200)
C (-0.4315, -0.9970, -0.7310)
H (2.8582, 4.0411, 0.2394)
H (6.9300, -0.5671, -1.3558)
O (-4.4900, -0.9452, -3.3947)
C (0.9232, -1.2538, -0.9828)
O (-0.8924, -0.9175, 3.9143)
H (4.4671, -1.4257, -2.5656)
O (4.8118, -0.2227, 0.5398)
C (-4.8578, 0.3256, -3.7421)
Br (2.4576, -2.2580, 2.6652)
C (-1.3421, -0.5823, -1.8420)
C (-2.0304, 1.5386, 2.0560)
Cl (1.5291, -1.1370, -2.5899)
H (5.0859, 0.6926, 0.4256)
C (0.7954, 3.4727, 0.3629)
C (0.0124, -1.5822, 1.5818)
H (0.6648, -1.3791, 5.2576)
C (-2.4498, -1.6140, -2.1989)
H (-3.9009, -0.0791, -1.6256)
H (-2.6145, 2.4528, 2.1262)
H (-0.7822, -0.3838, -2.7398)
C (-3.7684, 1.3306, -3.9291)
C (-0.0790, 2.1974, 0.4421)
N (6.2818, -1.2958, -1.6088)
B (-0.4543, -1.9021, 3.0975)
H (3.7804, -2.3283, 0.5698)
H (3.3460, 0.2038, -0.8356)
H (0.5672, 1.3873, 0.1078)
H (-0.3287, 2.7194, 2.4941)
H (-2.5615, -1.2390, 1.9553)
C (2.2461, 3.1793, -0.0191)
H (0.3724, 4.1338, -0.3891)
H (-0.8056, -0.6709, 5.9590)
H (2.3739, 3.0360, -1.0883)
H (-3.3877, 1.6902, -2.9761)
H (-2.9773, -1.3158, 0.2802)

Its gap between HOMO and LUMO is 7.7 eV. The calculation puts the HOMO energy at -11.750 eV. For the total energy, the calculation gives -4366.35259 Ha. Its net charge is +1.

Atom charges from the Mulliken analysis, given in e for atoms 1 to 2: number 1, H, carries 0.43; number 2, H, carries 0.24